Computed, not measured: the ion C7H10 with charge +1 at a distorted geometry, with the ωB97M-V functional and the def2-TZVPD basis.

Relative energy (zero: lowest compared OMol25 entry of this formula, charge and spin) in kcal per mole: 78.3
HOMO energy (spin up / spin down) in Ha: -0.4782 / -0.4765
2S+1: 2
Lowest unoccupied orbital energy (spin up / spin down) in eV: -6.30 / -8.03
HOMO-LUMO gap (spin up / spin down) in eV: 6.71 / 4.93
⟨S²⟩: 0.76
Charge: +1

Each line ends with the Mulliken charge.
Geometry (Å):
C 0.152 1.264 -1.853  -0.077
C 0.890 0.578 -2.802  -0.527
C -1.463 -0.605 -1.128  -0.764
C -0.450 0.327 -0.835  0.636
C 0.065 0.274 0.518  -0.241
C -0.180 -0.627 1.509  -0.134
C 0.375 -0.634 2.940  -1.060
H 0.206 2.355 -1.735  0.401
H 1.780 0.115 -2.349  0.355
H 1.056 1.112 -3.810  0.319
H -1.846 -0.869 -2.168  0.268
H -2.040 -0.917 -0.274  0.373
H 0.606 1.162 0.951  0.224
H -0.589 -1.582 1.088  0.308
H 1.294 -1.271 3.092  0.288
H -0.512 -1.062 3.613  0.285
H 0.656 0.379 3.245  0.348



Computed, not measured: the molecule CH2FPS at a distorted geometry, with the ωB97M-V functional and the def2-TZVPD basis.

Relative energy (zero: lowest compared OMol25 entry of this formula, charge and spin) in kcal per mole: 20.3
HOMO energy in Ha: -0.3368
Lowest unoccupied orbital energy in eV: -1.22
HOMO-LUMO gap in eV: 7.94
SMILES: FPC=S

Each line ends with the Mulliken charge.
Geometry (Å):
C -0.712 -0.222 -0.300  -0.080
F 1.744 -0.043 -0.444  -0.290
P 0.569 0.810 0.299  0.205
S -2.304 -0.015 -0.020  -0.185
H -0.329 -0.767 -1.176  0.284
H 1.033 0.237 1.641  0.067



Computed, not measured: a structure of composition CHO5S at a distorted geometry, with the ωB97M-V functional and the def2-TZVPD basis.

Relative energy (zero: lowest compared OMol25 entry of this formula, charge and spin) in kcal per mole: 81.8
HOMO energy in Ha: -0.2111
Lowest unoccupied orbital energy in eV: 3.52
HOMO-LUMO gap in eV: 9.27
Charge: -1

Each line ends with the Mulliken charge.
Geometry (Å):
C -0.776 -0.505 -0.331  0.496
O 0.171 1.467 0.641  -0.592
O 2.051 0.154 -0.480  -0.606
O 0.494 1.347 -1.851  -0.585
O -0.652 -1.395 1.224  -0.715
O -1.813 -0.226 -0.811  -0.314
S 0.704 0.739 -0.555  1.055
H -0.178 -1.581 2.163  0.260



Computed, not measured: the ion C14H26N2O9P with charge -1 at a distorted geometry, with the ωB97M-V functional and the def2-TZVPD basis.

Relative energy (zero: lowest compared OMol25 entry of this formula, charge and spin) in kcal per mole: 0.0
HOMO energy in Ha: -0.1236
Lowest unoccupied orbital energy in eV: 3.05
HOMO-LUMO gap in eV: 6.41
Charge: -1
SMILES: CCOC(=O)[C@H](N(/N=C(\[O-])OCC)C(=O)OCC)P(=O)(OCC)OCC

Each line ends with the Mulliken charge.
Geometry (Å):
C -2.717 -2.348 -2.694  -1.381
C -1.946 -1.222 -2.065  0.110
O -1.863 -1.440 -0.637  -0.398
P -1.955 -0.195 0.363  1.088
C -0.434 -0.421 1.340  -0.129
C 0.075 0.757 2.152  0.380
O 0.999 0.612 2.930  -0.701
O -0.567 1.898 1.913  -0.153
C 0.212 3.090 2.250  -0.302
C -0.758 4.239 2.182  -1.167
O -2.221 1.119 -0.256  -0.897
O -3.016 -0.739 1.422  -0.349
C -4.127 0.056 1.929  -0.235
C -5.326 -0.853 2.024  -1.237
H -2.529 -2.337 -3.768  0.397
H -2.416 -3.313 -2.282  0.296
H -3.788 -2.200 -2.538  0.316
H -0.913 -1.196 -2.422  0.142
H -2.423 -0.249 -2.246  0.370
H -0.575 -1.256 2.021  0.731
H 0.641 2.961 3.250  0.317
H 1.013 3.184 1.507  0.281
H -0.220 5.183 2.258  0.406
H -1.317 4.221 1.241  0.285
H -1.458 4.179 3.023  0.274
H -3.832 0.445 2.911  0.290
H -4.308 0.895 1.244  0.351
H -6.163 -0.310 2.464  0.391
H -5.622 -1.197 1.028  0.289
H -5.110 -1.731 2.638  0.294
C 5.044 -2.337 0.466  -1.231
C 3.670 -2.582 1.021  -0.260
O 2.756 -1.642 0.371  -0.276
C 1.498 -1.822 0.787  0.361
N 0.649 -0.734 0.469  1.059
N 1.110 0.383 -0.049  -0.881
C 1.331 0.169 -1.402  0.460
O 0.936 -0.767 -2.107  -0.876
O 2.070 1.191 -1.883  -0.382
C 2.097 1.218 -3.342  -0.174
C 3.266 2.069 -3.761  -1.216
O 1.059 -2.786 1.391  -0.726
H 5.768 -2.875 1.081  0.392
H 5.127 -2.721 -0.555  0.296
H 5.317 -1.278 0.472  0.313
H 3.314 -3.597 0.811  0.291
H 3.637 -2.389 2.103  0.281
H 2.191 0.198 -3.735  0.284
H 1.147 1.655 -3.681  0.252
H 3.165 2.275 -4.828  0.395
H 3.303 3.013 -3.209  0.296
H 4.205 1.528 -3.605  0.284



Computed, not measured: a structure of composition C35H34MnN3OSiTe at a distorted geometry, with the ωB97M-V functional and the def2-TZVPD basis.

Relative energy (zero: lowest compared OMol25 entry of this formula, charge and spin) in kcal per mole: 0.0
HOMO energy (spin up / spin down) in Ha: -0.3286 / -0.3312
2S+1: 6
Lowest unoccupied orbital energy (spin up / spin down) in eV: -3.73 / -3.81
HOMO-LUMO gap (spin up / spin down) in eV: 5.22 / 5.20
⟨S²⟩: 8.76
Charge: +1

Each line ends with the Mulliken charge.
Geometry (Å):
Mn -0.551 -0.045 -0.276  0.242
C -2.921 -0.559 4.282  -1.057
Si -1.464 -0.236 3.159  -0.365
C -0.287 -1.656 3.255  -0.846
C -0.490 1.265 3.712  -0.912
N -1.922 -0.003 1.425  0.155
C -3.176 0.314 1.023  0.455
C -4.144 0.919 1.855  -0.666
C -5.522 0.818 1.571  -0.914
C -5.902 0.351 0.318  -0.772
C -4.962 0.031 -0.656  -0.403
C -3.619 -0.008 -0.337  0.283
O -2.641 -0.265 -1.273  0.111
C -2.870 -0.217 -2.658  -0.254
C -3.144 -1.416 -3.320  -0.021
C -3.114 -1.472 -4.726  -0.734
C -2.981 -0.300 -5.437  -0.468
C -2.812 0.922 -4.781  -0.743
C -2.745 0.964 -3.390  0.245
H -2.611 -1.310 5.056  0.407
H -3.751 -0.991 3.724  0.361
H -3.272 0.353 4.840  0.281
H -0.368 -2.210 4.200  0.449
H 0.771 -1.346 3.097  0.206
H -0.550 -2.343 2.423  0.090
H -0.494 1.342 4.800  0.477
H -0.920 2.229 3.341  0.220
H 0.559 1.233 3.353  0.237
H -3.806 1.408 2.790  0.559
H -6.264 1.115 2.300  0.414
H -6.953 0.150 0.110  0.361
H -5.296 -0.204 -1.667  0.482
H -3.251 -2.333 -2.717  0.445
H -3.302 -2.429 -5.206  0.438
H -3.014 -0.310 -6.523  0.431
H -2.704 1.854 -5.383  0.367
H -2.648 1.929 -2.865  0.449
C 1.845 -0.549 -4.078  -1.067
C 0.840 -0.697 -3.117  -0.377
N 0.575 0.219 -2.185  0.541
C 1.417 1.293 -2.060  -0.048
C 2.447 1.552 -2.982  0.914
C 2.634 0.581 -4.007  -0.628
C 3.241 2.765 -2.831  -0.931
C 2.947 3.686 -1.878  -0.935
C 1.894 3.418 -0.903  0.960
C 1.597 4.299 0.159  -0.533
C 0.525 4.029 1.023  -1.135
C -0.216 2.847 0.787  -0.350
N 0.138 1.966 -0.148  0.284
C 1.151 2.224 -1.020  0.174
H 1.945 -1.301 -4.865  0.456
H 0.184 -1.568 -3.169  0.534
H 3.346 0.837 -4.775  0.479
H 4.035 3.010 -3.533  0.411
H 3.502 4.649 -1.807  0.361
H 2.198 5.210 0.212  0.428
H 0.271 4.703 1.839  0.447
H -1.171 2.652 1.310  0.736
C 2.291 -3.829 1.421  -1.114
Te 1.240 -2.632 -0.159  0.037
C 3.001 -1.384 0.191  -0.750
C 3.893 -1.948 1.251  0.618
C 5.067 -1.259 1.643  -0.739
C 5.900 -1.848 2.589  -0.512
C 5.590 -3.132 3.118  -0.508
C 4.439 -3.783 2.728  -0.669
C 3.558 -3.167 1.825  0.642
H 2.441 -4.861 1.028  0.506
H 1.521 -3.884 2.210  0.409
H 2.642 -0.385 0.496  0.189
H 3.551 -1.249 -0.758  0.570
H 5.284 -0.259 1.287  0.443
H 6.833 -1.343 2.850  0.383
H 6.325 -3.601 3.811  0.345
H 4.219 -4.803 3.075  0.420